1.
The following is a DFT calculation (ωB97M-V/def2-TZVPD) of a cluster of 2 separate species, C3H4F2O in total at a distorted geometry.

Last column: Löwdin charge in e.
Element x y z (Å)
C: -1.65 -0.02 -0.43  0.11
C: -0.73 -0.13 0.52  -0.04
C: 0.62 0.32 0.24  -0.24
O: 1.62 0.51 1.02  0.20
F: 0.82 1.02 -0.97  0.07
F: 2.08 -1.36 -0.49  -0.52
H: -2.61 -0.56 -0.48  0.10
H: -1.42 0.54 -1.30  0.07
H: -1.13 -0.68 1.37  0.14
H: 2.40 0.36 0.52  0.11

## Properties
E = -10654.7692 eV
relative energy (zero: lowest compared OMol25 entry of this formula, charge and spin) = 73.6 kcal/mol
frontier orbital gap (alpha / beta) = 7.96 / 7.96 eV
E_HOMO (alpha / beta) = -9.78 / -9.78 eV
2S+1 = 1

***

2.
The following is a DFT calculation (ωB97M-V/def2-TZVPD) of a cluster of 9 separate species, ClH16O8 in total.

Last column: Löwdin charge in e.
Element x y z (Å)
Cl: -18.01 -23.00 -3.74  -0.97
O: -15.57 -17.27 -3.36  -0.06
H: -16.06 -18.10 -3.35  0.03
H: -15.05 -17.30 -2.55  0.03
O: -12.36 -21.95 -2.63  -0.06
H: -13.20 -22.16 -3.04  0.03
H: -11.83 -21.58 -3.34  0.02
O: -21.65 -26.44 -5.84  -0.06
H: -20.76 -26.38 -5.50  0.03
H: -21.85 -25.55 -6.14  0.03
O: -19.66 -17.84 -7.35  -0.06
H: -19.29 -18.58 -6.86  0.03
H: -19.34 -17.07 -6.88  0.02
O: -17.33 -24.91 1.09  -0.06
H: -17.87 -25.68 0.94  0.02
H: -17.29 -24.47 0.24  0.03
O: -17.85 -22.86 -8.81  -0.06
H: -17.76 -22.70 -7.88  0.03
H: -18.68 -23.34 -8.90  0.02
O: -20.18 -19.98 0.32  -0.06
H: -19.76 -20.45 -0.40  0.03
H: -20.30 -19.09 -0.02  0.02
O: -16.15 -28.22 -3.19  -0.06
H: -16.64 -28.65 -3.90  0.02
H: -16.38 -27.30 -3.28  0.03

## Properties
E = -29164.3775 eV
charge = -1
relative energy (zero: lowest compared OMol25 entry of this formula, charge and spin) = 53.7 kcal/mol
frontier orbital gap = 7.21 eV
E_HOMO = -4.64 eV
2S+1 = 1

***

3.
The following is a DFT calculation (ωB97M-V/def2-TZVPD) of the molecule C3H6N2OS at a distorted geometry.

Last column: Löwdin charge in e.
Element x y z (Å)
C: 2.09 1.81 0.27  -0.06
N: 0.90 2.20 0.48  0.01
N: -0.04 1.13 0.47  -0.02
C: -0.09 -0.03 -0.22  -0.87
S: 0.89 -0.72 -1.33  0.71
O: -1.28 -0.57 0.18  -0.16
C: -1.63 -1.88 -0.23  -0.12
H: 2.86 2.55 0.28  0.06
H: 2.41 0.74 0.23  0.05
H: -0.87 1.37 1.01  0.15
H: -0.93 -2.56 0.15  0.07
H: -1.70 -1.94 -1.37  0.10
H: -2.62 -2.10 0.08  0.08

## Properties
E = -19069.2974 eV
relative energy (zero: lowest compared OMol25 entry of this formula, charge and spin) = 66.2 kcal/mol
structure (SMILES) = C=NNC(=S)OC
frontier orbital gap = 9.50 eV
E_HOMO = -8.76 eV
2S+1 = 1

***

4.
The following is a DFT calculation (ωB97M-V/def2-TZVPD) of a structure of composition C39H36AsCl2N4O11S2SiW.

Last column: Löwdin charge in e.
Element x y z (Å)
W: -0.29 0.41 -0.35  2.02
Cl: 2.03 3.42 -3.52  0.81
C: 2.61 1.94 -2.89  -0.56
C: 3.82 1.39 -3.38  -0.09
C: 4.38 0.27 -2.83  -0.59
Cl: 5.89 -0.32 -3.42  0.75
C: 3.74 -0.40 -1.75  -0.16
C: 4.25 -1.48 -0.98  0.03
C: 3.52 -1.94 0.08  -0.01
C: 2.24 -1.42 0.34  -0.09
N: 1.74 -0.47 -0.40  -0.01
C: 2.50 0.10 -1.38  -0.16
C: 1.96 1.29 -1.88  -0.31
O: 0.88 1.71 -1.19  -0.22
H: 4.32 1.89 -4.20  0.12
H: 5.22 -1.90 -1.22  0.11
H: 3.90 -2.73 0.71  0.13
H: 1.63 -1.81 1.15  0.04
O: 0.58 3.14 2.42  -0.20
As: -0.18 1.59 2.72  1.01
O: 0.27 0.97 4.14  -0.40
O: 0.53 0.67 1.40  -0.50
C: -2.07 2.06 2.67  -0.22
C: -2.54 2.25 3.96  -0.06
C: -3.88 2.54 4.19  -0.03
C: -4.78 2.64 3.14  -0.04
C: -4.33 2.46 1.84  -0.03
C: -3.00 2.15 1.61  -0.27
S: -2.49 2.11 -0.08  0.65
O: -3.24 3.06 -0.81  -0.18
O: -1.00 2.33 0.08  -0.42
O: -2.39 0.76 -0.74  -0.35
H: 1.34 3.23 3.01  0.07
H: -1.86 2.15 4.79  0.11
H: -4.22 2.69 5.21  0.12
H: -5.82 2.86 3.32  0.12
H: -5.00 2.57 1.01  0.13
C: 0.73 -3.34 -1.37  -0.16
Si: 0.03 -2.13 -2.63  0.53
C: 1.34 -2.12 -3.98  -0.15
C: -1.64 -2.83 -3.09  -0.14
N: -0.30 -0.37 -2.16  -0.20
C: -0.71 0.47 -3.28  -0.27
C: -0.99 1.84 -3.17  -0.08
C: -1.43 2.58 -4.25  -0.07
C: -1.59 2.01 -5.50  -0.07
C: -1.29 0.67 -5.64  -0.06
C: -0.86 -0.08 -4.56  -0.07
H: 0.33 -4.30 -1.72  0.05
H: 0.47 -3.24 -0.32  0.00
H: 1.81 -3.42 -1.47  0.03
H: 2.12 -2.84 -3.72  0.04
H: 1.80 -1.14 -4.09  0.04
H: 0.95 -2.41 -4.96  0.04
H: -1.54 -3.91 -3.23  0.04
H: -2.11 -2.42 -3.97  0.03
H: -2.33 -2.68 -2.25  0.04
H: -0.85 2.39 -2.26  0.07
H: -1.64 3.63 -4.10  0.12
H: -1.93 2.60 -6.34  0.11
H: -1.39 0.18 -6.60  0.11
H: -0.66 -1.12 -4.75  0.05
O: -1.82 -0.24 1.52  -0.10
C: -1.78 -1.37 1.01  -0.57
O: -0.91 -1.51 0.05  -0.20
C: -2.72 -2.42 1.36  -0.16
C: -2.59 -3.68 0.80  -0.01
C: -3.48 -4.71 1.13  0.05
C: -4.48 -4.39 2.01  -0.20
O: -5.46 -5.20 2.48  0.06
C: -6.22 -4.43 3.42  -0.10
O: -5.69 -3.10 3.40  0.05
C: -4.61 -3.12 2.57  -0.19
C: -3.76 -2.11 2.27  0.10
H: -1.77 -3.88 0.13  0.11
H: -3.38 -5.70 0.71  0.13
H: -6.10 -4.86 4.41  0.14
H: -7.26 -4.41 3.10  0.14
H: -3.84 -1.12 2.70  0.14
N: 2.11 -3.67 4.69  0.11
C: 1.31 -2.66 4.31  -0.86
S: 0.26 -2.85 2.99  0.68
N: 1.34 -1.51 4.99  0.06
C: 2.17 -1.23 6.11  -0.24
C: 2.97 -0.09 6.08  -0.02
C: 3.76 0.23 7.17  -0.07
C: 3.76 -0.58 8.30  -0.08
C: 2.95 -1.71 8.33  -0.07
C: 2.15 -2.03 7.25  -0.04
H: 2.04 -4.54 4.20  0.09
H: 2.75 -3.58 5.46  0.10
H: 0.84 -0.73 4.58  0.07
H: 2.95 0.53 5.20  0.11
H: 4.38 1.12 7.15  0.11
H: 4.38 -0.33 9.15  0.11
H: 2.94 -2.34 9.21  0.11
H: 1.48 -2.88 7.29  0.12

## Properties
E = -186766.1199 eV
charge = +1
relative energy (zero: lowest compared OMol25 entry of this formula, charge and spin) = 42.4 kcal/mol
frontier orbital gap = 5.72 eV
E_HOMO = -10.21 eV
2S+1 = 1

***

5.
The following is a DFT calculation (ωB97M-V/def2-TZVPD) of a structure of composition C18H15AsKN3S4.

Last column: Löwdin charge in e.
Element x y z (Å)
K: -0.23 -0.22 -0.14  0.26
C: 4.72 -0.16 -0.06  -0.05
C: 3.34 -0.44 -0.14  -0.10
N: 2.43 0.51 -0.19  0.09
C: 2.83 1.80 -0.13  -0.14
C: 4.17 2.17 -0.05  -0.15
C: 5.13 1.14 -0.02  -0.03
C: 4.53 3.57 0.01  -0.04
C: 3.58 4.52 0.01  -0.04
C: 2.18 4.17 -0.05  -0.15
C: 1.15 5.13 -0.01  -0.03
C: -0.15 4.73 -0.05  -0.05
C: -0.43 3.35 -0.14  -0.10
N: 0.51 2.44 -0.18  0.09
C: 1.80 2.83 -0.13  -0.14
H: 5.43 -0.98 -0.03  0.10
H: 2.97 -1.46 -0.18  0.12
H: 6.18 1.40 0.05  0.11
H: 5.58 3.84 0.07  0.11
H: 3.85 5.57 0.07  0.11
H: 1.41 6.19 0.05  0.11
H: -0.96 5.45 -0.02  0.10
H: -1.45 2.98 -0.17  0.12
S: -3.55 -3.55 -1.33  -0.41
As: -2.65 -2.64 0.42  -0.63
S: -3.06 -0.45 0.35  -0.36
S: -0.46 -3.05 0.34  -0.36
S: -3.41 -3.42 2.29  -0.42
C: -0.06 -0.20 6.78  -0.06
C: 0.01 -0.09 5.28  -0.28
C: 0.88 -0.87 4.54  -0.03
C: 0.86 -0.77 3.15  -0.14
N: 0.08 0.07 2.49  0.00
C: -0.78 0.80 3.21  -0.14
C: -0.85 0.76 4.59  -0.03
H: 0.67 -0.91 7.16  0.07
H: -1.05 -0.54 7.10  0.08
H: 0.13 0.77 7.26  0.07
H: 1.53 -1.58 5.02  0.10
H: 1.48 -1.43 2.54  0.09
H: -1.47 1.41 2.63  0.09
H: -1.59 1.35 5.11  0.11

## Properties
E = -143887.1810 eV
charge = -2
relative energy (zero: lowest compared OMol25 entry of this formula, charge and spin) = 11.4 kcal/mol
frontier orbital gap = 2.68 eV
E_HOMO = 0.63 eV
2S+1 = 1

***

6.
The following is a DFT calculation (ωB97M-V/def2-TZVPD) of a structure of composition C20H23AsCrIN5S4.

Last column: Mulliken spin population.
Element x y z (Å)
Cr: -2.32 -1.16 0.25  3.24
S: -4.19 -2.07 1.18  -0.07
As: -5.19 -2.16 -0.93  0.05
S: -2.84 0.94 1.19  -0.04
S: -3.17 -1.40 -1.89  -0.13
S: -6.51 -0.53 -1.06  0.01
C: -0.27 4.68 -1.70  0.00
C: -1.52 4.03 -1.75  0.00
C: -1.87 3.14 -0.78  0.00
C: -1.00 2.84 0.30  -0.01
C: -1.34 1.87 1.29  0.00
C: -0.49 1.73 2.37  0.00
C: 0.72 2.44 2.46  0.00
C: 1.10 3.29 1.47  -0.01
C: 0.24 3.52 0.37  0.00
C: 0.59 4.43 -0.66  0.00
H: 0.01 5.38 -2.48  0.00
H: -2.20 4.24 -2.56  0.00
H: -2.81 2.61 -0.82  0.01
H: -0.79 1.06 3.17  0.00
H: 1.35 2.30 3.33  0.00
H: 2.04 3.83 1.52  0.00
H: 1.55 4.93 -0.61  0.00
I: 0.45 -6.71 1.17  0.00
C: -0.51 -5.09 0.33  -0.01
C: -0.87 -4.93 -0.99  0.01
N: -1.44 -3.71 -1.08  0.01
N: -1.47 -3.09 0.11  -0.06
C: -0.91 -3.92 0.98  0.03
H: -0.78 -5.58 -1.84  0.00
H: -1.97 -3.21 -1.81  0.00
H: -0.84 -3.66 2.02  0.01
C: 3.09 -1.40 1.55  0.00
C: 1.82 -1.16 2.35  0.00
N: 0.70 -1.10 1.44  0.00
C: 0.75 -0.58 0.18  -0.05
N: -0.37 -0.39 -0.44  -0.03
C: -0.32 0.27 -1.74  0.01
C: 0.92 -0.15 -2.51  0.00
C: 2.13 0.22 -1.68  0.00
N: 2.00 -0.34 -0.35  0.00
C: 3.18 -0.33 0.49  0.00
H: 3.05 -2.39 1.08  0.00
H: 3.96 -1.36 2.21  0.00
H: 1.92 -0.23 2.92  0.00
H: 1.65 -1.97 3.07  0.00
H: -0.20 -0.95 1.88  0.01
H: -0.31 1.35 -1.60  -0.01
H: -1.23 0.02 -2.28  0.01
H: 0.96 0.35 -3.48  0.00
H: 0.90 -1.23 -2.69  0.00
H: 2.22 1.32 -1.62  0.00
H: 3.06 -0.16 -2.11  0.00
H: 3.31 0.66 0.95  0.00
H: 4.04 -0.50 -0.17  0.00

## Properties
E = -169271.0937 eV
charge = -1
relative energy (zero: lowest compared OMol25 entry of this formula, charge and spin) = 1.3 kcal/mol
frontier orbital gap (alpha / beta) = 5.03 / 5.20 eV
E_HOMO (alpha / beta) = -3.20 / -3.37 eV
2S+1 = 4

***

7.
The following is a DFT calculation (ωB97M-V/def2-TZVPD) of the ion C40H44P with charge +1 at a distorted geometry.

Last column: Löwdin charge in e.
Element x y z (Å)
C: 6.13 -0.45 0.46  -0.05
C: 4.75 0.10 0.26  -0.27
C: 4.42 1.30 0.88  -0.01
C: 3.20 1.93 0.61  -0.21
C: 3.06 3.35 1.04  -0.04
C: 2.16 1.20 0.00  -0.14
C: 0.78 1.80 -0.10  -0.29
C: 0.77 2.75 -1.33  -0.03
C: 0.15 2.48 1.16  -0.12
C: 0.15 1.70 2.56  -0.22
C: -1.01 0.67 2.68  -0.15
C: -0.73 -0.68 3.02  -0.20
C: 0.61 -1.35 2.75  -0.03
C: -1.71 -1.42 3.67  0.01
C: -3.00 -0.90 3.84  -0.26
C: -4.01 -1.49 4.75  -0.04
C: -3.34 0.28 3.18  -0.01
C: -2.37 1.07 2.58  -0.22
C: -2.89 2.33 1.96  -0.05
C: 2.51 0.02 -0.70  -0.21
C: 1.56 -0.70 -1.63  -0.04
C: 3.79 -0.53 -0.55  0.00
H: 6.32 -1.31 -0.19  0.08
H: 6.89 0.32 0.26  0.09
H: 6.26 -0.76 1.51  0.09
H: 5.15 1.79 1.52  0.13
H: 2.38 3.93 0.40  0.07
H: 2.69 3.42 2.07  0.04
H: 4.03 3.88 1.00  0.10
H: 0.09 0.98 -0.35  0.12
H: 1.22 2.28 -2.21  0.09
H: -0.25 3.02 -1.64  0.08
H: 1.30 3.69 -1.13  0.07
H: 0.54 3.49 1.31  0.10
H: -0.88 2.61 0.81  0.08
H: 1.09 1.15 2.52  0.09
H: 0.59 -2.37 3.17  0.09
H: 0.90 -1.43 1.69  0.09
H: 1.45 -0.82 3.22  0.04
H: -1.47 -2.40 4.09  0.12
H: -4.17 -0.82 5.61  0.08
H: -4.97 -1.60 4.23  0.09
H: -3.68 -2.45 5.16  0.08
H: -4.38 0.62 3.20  0.13
H: -3.69 2.76 2.58  0.08
H: -2.13 3.10 1.82  0.06
H: -3.37 2.16 0.98  0.11
H: 1.98 -1.68 -1.90  0.08
H: 0.56 -0.85 -1.20  0.08
H: 1.42 -0.16 -2.58  0.09
H: 4.05 -1.45 -1.07  0.12
C: -3.25 1.72 7.21  -0.06
C: -3.34 2.70 6.22  -0.06
C: -2.26 2.94 5.37  -0.12
C: -1.10 2.16 5.43  -0.27
P: 0.27 2.53 4.25  1.24
C: 0.58 4.32 4.46  -0.30
C: 1.83 4.80 4.01  -0.10
C: 2.10 6.17 3.97  -0.05
C: 1.25 7.05 4.65  -0.06
C: 0.15 6.55 5.34  -0.06
C: -0.18 5.19 5.26  -0.07
C: 1.65 1.95 5.33  -0.29
C: 2.02 0.60 5.23  -0.10
C: 2.94 0.02 6.10  -0.05
C: 3.46 0.78 7.16  -0.06
C: 3.07 2.12 7.30  -0.05
C: 2.15 2.71 6.42  -0.05
C: -1.03 1.19 6.44  -0.05
C: -2.09 0.96 7.30  -0.06
H: -4.08 1.56 7.91  0.12
H: -4.27 3.27 6.09  0.12
H: -2.34 3.77 4.68  0.11
H: 2.62 4.10 3.74  0.10
H: 2.96 6.53 3.41  0.12
H: 1.47 8.13 4.64  0.12
H: -0.48 7.22 5.93  0.11
H: -1.02 4.85 5.87  0.10
H: 1.54 -0.02 4.48  0.06
H: 3.24 -1.02 5.94  0.12
H: 4.18 0.32 7.86  0.12
H: 3.50 2.73 8.10  0.11
H: 1.87 3.75 6.57  0.11
H: -0.13 0.59 6.57  0.11
H: -2.02 0.17 8.04  0.12

## Properties
E = -51476.5871 eV
charge = +1
relative energy (zero: lowest compared OMol25 entry of this formula, charge and spin) = 0.0 kcal/mol
frontier orbital gap = 7.97 eV
E_HOMO = -10.65 eV
2S+1 = 1

***

8.
The following is a DFT calculation (ωB97M-V/def2-TZVPD) of a structure of composition C5H10O3 at a distorted geometry.

Last column: Löwdin charge in e.
Element x y z (Å)
C: -1.87 0.62 -0.22  -0.02
C: -0.61 -0.16 -0.37  -0.41
C: -0.76 -1.57 0.26  -0.01
C: 0.58 0.44 0.17  -0.22
C: 1.87 -0.28 -0.27  -0.44
H: -1.97 0.80 0.78  0.06
H: -2.63 -0.12 -1.06  0.21
H: -1.85 1.55 -0.60  0.03
H: -0.58 -0.29 -1.30  0.06
H: -1.57 -2.04 0.28  -0.01
H: -1.11 -1.45 1.29  0.10
H: 0.15 -2.29 0.26  0.13
H: 0.41 0.40 1.04  0.05
H: 1.46 2.40 -0.24  0.12
H: 2.73 1.17 1.05  0.27
O: 0.63 1.84 -0.43  -0.04
O: 3.06 0.17 0.35  -0.02
O: 2.06 -1.18 -1.00  0.17

## Properties
E = -11483.3769 eV
relative energy (zero: lowest compared OMol25 entry of this formula, charge and spin) = 157.0 kcal/mol
frontier orbital gap = 10.49 eV
E_HOMO = -10.63 eV
2S+1 = 1

***

Question: Which value of relative energy (zero: lowest compared OMol25 entry of this formula, charge and spin) does entry 3 give?
Answer: 66.2 kcal/mol

***

Question: Among the records above, which one has the lowest E?
Answer: C39H36AsCl2N4O11S2SiW

***

Question: Which formula does entry 6 have?
Answer: C20H23AsCrIN5S4